{
  "formula": "C37H31HfN8O4S4",
  "method": "ωB97M-V/def2-TZVPD",
  "species": ["Hf", "N", "C", "N", "C", "C", "S", "C", "C", "S", "C", "N", "N", "H", "H", "H", "H", "H", "H", "N", "C", "C", "C", "C", "C", "C", "C", "C", "C", "C", "C", "C", "N", "C", "C", "C", "C", "N", "H", "H", "H", "H", "H", "H", "H", "H", "H", "H", "H", "O", "S", "O", "N", "C", "O", "C", "C", "C", "C", "C", "C", "H", "H", "H", "H", "C", "C", "C", "C", "C", "C", "C", "S", "C", "O", "H", "H", "H", "H", "H", "H", "H", "H", "H", "H"],
  "xyz": [[9.5858, 16.7400, 10.5307], [6.8598, 17.5290, 8.0487], [6.9969, 18.2869, 9.1381], [7.7431, 18.1269, 10.2458], [7.7196, 19.1577, 11.1149], [6.8898, 20.2134, 10.6986], [6.1747, 19.7541, 9.2534], [8.5312, 19.0972, 12.3828], [8.8631, 20.0777, 13.2809], [9.8246, 19.3602, 14.5013], [10.0418, 17.9527, 13.6396], [9.3646, 17.9436, 12.5165], [10.7403, 16.8950, 14.1457], [7.1266, 16.5653, 8.1781], [6.1713, 17.7677, 7.3741], [6.5363, 21.0709, 11.2581], [8.3572, 21.0674, 13.3267], [10.7000, 15.9162, 13.8260], [11.2932, 17.0195, 14.9794], [14.4434, 10.0788, 16.7319], [13.6694, 10.7065, 16.1720], [12.5803, 11.4421, 15.4978], [11.7907, 10.7674, 14.6043], [11.0722, 11.5462, 13.7063], [10.9875, 12.8834, 13.8286], [11.6877, 13.5394, 14.8826], [12.4409, 12.8334, 15.7991], [10.4110, 13.8253, 12.6800], [11.4171, 14.2662, 11.8326], [12.6970, 13.7499, 11.7794], [13.4735, 14.6454, 11.0787], [12.5756, 15.7509, 10.6988], [11.2998, 15.5106, 11.0984], [9.0751, 14.2828, 12.7392], [8.0457, 13.7536, 13.5779], [6.9451, 14.4637, 13.2172], [7.2963, 15.4435, 12.2425], [8.5637, 15.3056, 11.9384], [11.8622, 9.7024, 14.3510], [10.5498, 11.1491, 12.8570], [11.7774, 14.6022, 14.8853], [12.9511, 13.2971, 16.6346], [13.0478, 12.8487, 12.2600], [14.5023, 14.5162, 10.8235], [13.0121, 16.5831, 10.1240], [7.9844, 12.9592, 14.2642], [5.9472, 14.2190, 13.6936], [6.5654, 16.2037, 11.8270], [10.8233, 17.9902, 10.2816], [12.6531, 16.0819, 7.6086], [11.3529, 16.5046, 7.2520], [11.2220, 17.8711, 6.7903], [10.3357, 16.2704, 8.5479], [9.2835, 15.4333, 8.2706], [8.2803, 15.3411, 9.0360], [9.3609, 14.8820, 6.9127], [8.3883, 14.1209, 6.2663], [8.4950, 13.8607, 4.8849], [9.4780, 14.4805, 4.1091], [10.4036, 15.3204, 4.7211], [10.4285, 15.4036, 6.1503], [7.6322, 13.7032, 6.9611], [7.8623, 13.0258, 4.5412], [9.5248, 14.2492, 3.0550], [11.2224, 15.8438, 4.1871], [14.1699, 22.1454, 17.8959], [13.4524, 20.7851, 17.7611], [12.1306, 20.7377, 17.8156], [11.5039, 19.5322, 17.9701], [12.2068, 18.3744, 17.9261], [13.5729, 18.3880, 17.6499], [14.2151, 19.5656, 17.5938], [11.3826, 16.6548, 17.9167], [11.5963, 16.3527, 19.7248], [12.3110, 15.7445, 17.1825], [13.5187, 22.8911, 18.4752], [14.3546, 22.4102, 16.8824], [15.1273, 21.9856, 18.4060], [11.4655, 21.6730, 17.8037], [10.4299, 19.5101, 18.1159], [14.0924, 17.5130, 17.2912], [15.3342, 19.5269, 17.4156], [11.1670, 15.3639, 19.9237], [10.8631, 17.0319, 20.2292], [12.6266, 16.5572, 20.0099]],
  "lumo_ev": -3.44,
  "charge": 1,
  "de_lowest_kj_mol": 80.1
}